Formula: C19H23Cl2GeINO2PdS2
Source: OMol25
Level of theory: ωB97M-V/def2-TZVPD

The geometry in XYZ format:
```
52
Properties=species:S:1:pos:R:3:forces:R:3
Pd -0.2174 0.3664 -0.5646 -0.3 0.4 -0.4
I -2.7204 0.3587 0.3291 0.2 0.0 0.0
C -1.9572 0.6383 2.2445 0.0 0.0 0.0
C -2.8166 0.6791 3.2966 -0.1 0.0 0.1
C -2.3067 0.9138 4.5902 0.0 0.0 0.0
C -0.9723 1.1228 4.7632 0.0 0.0 0.0
C -0.0709 1.0938 3.6695 0.0 0.0 0.0
C 1.3076 1.3462 3.8620 0.0 0.0 0.0
C 2.1641 1.3380 2.8058 0.0 0.0 0.0
C 1.6948 1.0381 1.5067 0.2 0.0 0.0
C 0.3855 0.7489 1.3051 0.0 -0.3 -0.1
C -0.5617 0.8179 2.3620 -0.1 0.0 0.0
H -3.8791 0.5365 3.1515 0.0 0.0 0.0
H -2.9849 0.9378 5.4317 0.0 0.0 0.0
H -0.5720 1.3189 5.7496 0.0 0.0 0.0
H 1.6629 1.5564 4.8624 0.0 0.0 0.0
H 3.2158 1.5502 2.9416 0.0 0.0 0.0
H 2.4117 1.0378 0.7028 0.1 0.0 0.0
Cl -0.5577 4.3816 -3.8148 0.0 0.0 0.0
C -1.4442 3.9416 -2.3339 -0.1 0.0 0.0
Cl -3.1883 3.9508 -2.5901 0.0 0.0 0.0
C -0.9989 2.5572 -1.8624 0.0 0.1 0.0
O -0.4215 2.5343 -0.7397 0.0 0.1 -0.1
O -1.2145 1.5507 -2.5643 0.0 -0.2 0.2
H -1.2000 4.6843 -1.5843 0.0 0.0 0.0
S 1.9495 0.3108 -1.5449 -0.1 0.0 0.2
C 1.4165 0.3573 -3.1917 -0.1 0.0 -0.1
N 1.2682 1.4589 -3.8711 0.0 0.0 -0.1
C 0.5791 1.3317 -5.1610 0.0 0.0 0.0
C 0.8717 -0.0875 -5.6291 0.0 0.0 0.0
S 1.0412 -1.0523 -4.0901 0.0 0.0 0.0
H 1.3576 2.3538 -3.4046 0.0 0.0 0.0
H 0.9479 2.0788 -5.8595 0.0 0.0 0.0
H -0.4855 1.4868 -4.9823 0.0 0.0 0.0
H 1.8113 -0.1639 -6.1735 0.0 0.0 0.0
H 0.0665 -0.4964 -6.2321 0.0 0.0 0.0
C 2.0917 -2.4899 1.3163 0.0 0.0 0.0
Ge 0.2538 -2.8439 0.7752 0.0 0.0 0.0
C 0.1412 -4.6389 0.0120 0.0 0.0 0.0
C -0.9926 -2.7181 2.2707 0.0 0.0 0.0
C -0.2557 -1.6696 -0.7378 0.1 0.0 0.2
H 2.3941 -3.2371 2.0513 0.0 0.0 0.0
H 2.2093 -1.5042 1.7632 0.0 0.0 0.0
H 2.7599 -2.5710 0.4582 0.0 0.0 0.0
H 0.4199 -5.3623 0.7795 0.0 0.0 0.0
H 0.8249 -4.7534 -0.8290 0.0 0.0 0.0
H -0.8693 -4.8699 -0.3243 0.0 0.0 0.0
H -0.7784 -3.5389 2.9572 0.0 0.0 0.0
H -2.0233 -2.8294 1.9311 0.0 0.0 0.0
H -0.8989 -1.7863 2.8241 0.0 0.0 0.0
H -1.2788 -1.8617 -1.0669 0.0 0.0 0.0
H 0.4198 -1.9036 -1.5607 0.0 0.1 0.1
```
Positions in Å, forces in eV/Å.

Max |F|   0.641 eV Å⁻¹
Lowest unoccupied orbital energy   -5.056 eV
Kohn-Sham gap   6.3 eV
Energy relative to the best compared isomer or geometry (same formula, charge and spin)   177.4 kJ/mol
E_HOMO   -11.3 eV
Total energy   -140466.6153 eV
Total charge   +1

Atomic partial charges in e from the natural (NBO) method, atoms 1 to 5: number 1, Pd, carries 0.8117; number 2, I, carries 0.4665; number 3, C, carries -0.1527; number 4, C, carries -0.2274; number 5, C, carries -0.1941



Formula: C17H43BClInN3O3
Source: OMol25
Level of theory: ωB97M-V/def2-TZVPD

The geometry in XYZ format:
```
69
Properties=species:S:1:pos:R:3:forces:R:3
N 0.2846 7.9441 -2.6666 -0.1 -0.4 -0.6
B 0.3128 7.6539 -4.0932 -0.1 0.0 -0.3
O 0.8419 8.6390 -4.9541 0.6 -0.1 0.5
In -0.4631 5.6985 -5.0589 -1.0 0.4 0.1
Cl 1.0920 4.9583 -6.8303 0.0 0.0 0.1
C -1.0034 4.0975 -3.5799 0.8 -0.3 -0.1
C 0.1545 3.3244 -2.9097 -0.9 0.0 0.7
C 1.1004 4.2521 -2.1562 0.4 -0.5 -0.7
C 2.3607 3.5840 -1.6091 -0.1 0.4 0.7
O 3.0501 2.7346 -2.5362 0.1 0.0 0.7
C 3.7871 3.4398 -3.4304 1.1 -0.2 3.0
O 3.4596 3.5659 -4.5185 -1.3 0.4 -4.9
H -0.2815 7.2711 -2.1689 0.4 -0.1 0.2
H 1.1969 8.0590 -2.2386 -0.2 0.5 0.2
H 1.8000 8.5706 -5.0542 -0.2 0.0 -0.2
H -2.0027 6.1487 -5.8934 0.2 -0.3 0.0
H -1.6711 3.3744 -4.0490 -0.1 0.0 -0.1
H -1.5695 4.5619 -2.7632 -0.1 0.2 -0.1
H -0.3038 2.6760 -2.1432 0.2 -0.2 0.0
H 0.6676 2.6410 -3.5794 0.2 0.2 -0.3
H 1.4098 5.0680 -2.8123 -0.1 0.1 -0.1
H 0.5469 4.6826 -1.3205 0.1 0.2 0.1
H 2.1497 2.9725 -0.7353 -0.1 -0.3 0.0
H 3.0369 4.3773 -1.2648 0.2 -0.1 0.0
H 4.7508 3.8829 -3.1295 0.0 -0.2 1.0
C -1.3161 -2.9460 -3.2511 0.0 -0.1 0.0
C 0.0237 -2.2975 -2.9314 -0.1 -0.1 0.0
N -0.0903 -1.1393 -2.0686 0.1 0.2 0.1
C 1.1311 -0.3517 -1.9958 0.2 0.1 -0.2
C 2.3705 -1.0052 -1.3734 0.1 0.1 0.1
C -0.7772 -1.3539 -0.8096 -0.3 -0.1 0.0
C -0.2250 -2.4268 0.1391 0.0 0.1 0.2
H -2.0124 -2.2169 -3.6678 0.0 0.0 0.1
H -1.1752 -3.7381 -3.9888 0.0 0.0 0.0
H -1.7730 -3.3996 -2.3696 0.0 0.0 0.0
H 0.4673 -1.9751 -3.8770 0.1 0.1 0.1
H 0.6977 -3.0639 -2.5153 0.0 -0.1 -0.1
H 0.9219 0.5812 -1.4666 -0.1 -0.1 0.0
H 1.3891 -0.0428 -3.0127 -0.1 -0.1 0.0
H 2.2926 -1.0743 -0.2881 0.0 -0.1 0.0
H 3.2490 -0.3932 -1.5902 0.0 0.0 0.0
H 2.5601 -2.0022 -1.7744 0.0 0.0 0.0
H -1.8193 -1.6042 -1.0297 0.0 0.0 -0.1
H -0.8360 -0.4024 -0.2748 0.2 0.1 -0.1
H 0.0269 -3.3530 -0.3798 0.0 0.0 0.0
H -0.9799 -2.6715 0.8919 0.0 0.0 0.0
H 0.6562 -2.0786 0.6766 0.1 -0.1 -0.1
C -2.8080 -5.7747 4.7248 0.0 0.0 0.0
C -1.8388 -4.6552 4.3724 0.0 -0.2 0.0
N -2.0075 -3.4695 5.1912 0.0 0.3 0.0
C -1.2954 -2.3101 4.6778 0.0 0.1 -0.2
C 0.2354 -2.3665 4.6326 0.1 0.1 0.0
C -1.9268 -3.6749 6.6264 -0.1 -0.2 0.2
C -0.6444 -4.2971 7.1940 0.0 0.1 0.2
H -3.8402 -5.4226 4.6910 0.0 0.0 0.0
H -2.7058 -6.5894 4.0061 0.0 0.0 0.0
H -2.6136 -6.1885 5.7156 0.0 0.0 0.0
H -2.0199 -4.3784 3.3302 0.1 0.2 0.0
H -0.8117 -5.0492 4.4162 0.0 -0.1 -0.1
H -1.6000 -1.4280 5.2481 0.0 -0.1 0.1
H -1.6558 -2.1257 3.6605 0.0 -0.1 0.0
H 0.6747 -2.2563 5.6235 0.0 -0.1 0.0
H 0.6122 -1.5401 4.0257 0.0 0.0 0.0
H 0.6031 -3.2910 4.1862 0.0 0.0 0.0
H -2.7683 -4.3061 6.9261 0.0 0.0 -0.1
H -2.1118 -2.7216 7.1283 0.1 0.1 -0.2
H -0.3068 -5.1565 6.6131 0.0 0.0 0.0
H -0.8290 -4.6459 8.2129 0.0 0.0 0.0
H 0.1692 -3.5756 7.2495 0.1 -0.1 -0.1
```
Positions in Å, forces in eV/Å.

Max |F|   5.081 eV Å⁻¹
Lowest unoccupied orbital energy   2.051 eV
Kohn-Sham gap   6.0 eV
E_HOMO   -3.9 eV
Total energy   -47313.4877 eV
Total charge   -1

Atomic partial charges in e from the Löwdin method, atoms 1 to 5: number 1, N, carries 0.0910; number 2, B, carries -0.6965; number 3, O, carries -0.0112; number 4, In, carries 0.3254; number 5, Cl, carries -0.2124